ORCA calculation (ωB97M-V/def2-TZVPD) on C29H60Cl14O4P as an isolated structure in a non-equilibrium geometry.

Last column: Mulliken charge in e.
Atoms and positions in Å:
H -1.25889 4.05330 2.32821  0.284
H 0.37788 -1.11036 -6.19598  0.146
H 0.17455 -4.35715 -0.25916  -0.036
H -2.16863 -0.53979 -0.88314  -1.624
C 2.16076 1.16489 -3.06907  4.126
H -5.62681 2.18788 -1.40802  0.380
Cl 3.37281 1.09156 -4.36694  -0.186
H 1.77949 0.82489 0.47999  -0.276
H -1.04633 -2.10037 4.06337  0.139
Cl -4.20139 -1.48382 -0.06006  -0.159
Cl -0.49112 -3.64460 2.37592  -0.230
C 0.14620 -0.28820 -4.25798  0.805
H 0.49058 -2.09871 0.30767  0.024
C 4.43693 1.92864 -0.53865  0.172
C 0.17381 -1.45813 -5.18331  -1.059
C -0.57255 -1.33733 4.68093  -0.912
C -1.30728 0.03004 -3.94325  0.117
H 0.25533 -0.41783 -2.27525  -1.703
C -2.97772 -1.12508 -1.32004  2.167
H 1.60569 -1.48862 4.81530  0.423
H -1.18524 1.74043 3.59314  0.653
H -3.33048 1.81737 -1.66776  0.165
P -0.04280 1.43599 1.55181  1.056
Cl -3.06965 -2.20393 2.49290  -0.158
H -1.90898 4.00842 4.79646  0.392
H 1.91947 -1.15287 2.31294  -0.398
C -1.18811 1.98571 0.24856  -0.482
H 1.85859 -1.14381 0.84036  0.356
H 2.54539 1.24705 -2.05250  -2.085
Cl 4.02832 -3.53346 -2.03318  -0.168
H 0.67671 -2.64005 -1.30007  -2.934
C -3.61935 2.30222 -0.73526  -0.506
H 0.58512 2.04082 3.71498  0.587
H 4.03807 3.92370 0.34808  0.432
O -1.30553 -2.21057 -0.55146  -1.287
H -2.71097 -2.02274 -1.87785  -0.470
H 0.69634 0.54434 -4.69652  1.365
C -2.73685 1.76779 0.46440  -0.651
H -1.73646 0.61177 -4.75901  0.290
C 3.73674 2.88353 0.47202  -1.357
C 1.13435 -4.44565 -0.76814  1.839
H -1.15259 -1.48037 1.32734  -1.954
C -1.53276 -2.47164 1.57419  0.762
H -0.07376 -0.91579 0.86072  -2.189
H -5.62930 2.61475 0.29596  0.426
H -1.60766 0.55560 -3.03678  -0.314
H -0.87030 1.34836 -0.57660  0.929
C -1.86099 -1.32655 -4.23318  0.528
H -1.63234 -3.41185 -1.67705  -0.258
C 2.87148 -2.30403 -2.28524  3.172
H 0.43722 4.31919 2.66296  0.270
C 0.87812 -0.99194 4.17339  -1.151
C -1.00032 4.43267 4.36935  -0.712
C 0.11434 -1.92437 -0.70038  2.907
C -0.46143 3.82812 3.03634  -0.474
Cl -3.56647 -3.65425 -2.86379  -0.143
H 0.67174 -2.18778 2.46159  -0.786
H -5.28969 0.99351 -0.10176  0.219
H 3.66733 1.45266 -1.14633  -0.042
H 1.89188 -2.75768 -2.13466  -0.632
H 0.70993 -0.49198 -3.34760  -1.395
H -1.85384 -2.90369 0.62638  0.645
O -0.99768 -2.14521 -4.86202  -0.360
H -0.17608 5.09403 6.33807  0.418
H 1.91482 -3.73319 -0.50101  -1.068
H -1.25515 -0.49609 4.56065  0.088
C -0.15120 -0.38273 1.80834  0.931
H 2.54145 -2.39868 -0.23942  -1.812
H -1.48166 -2.98463 -3.37638  -0.513
H -0.08144 0.34797 -0.79847  -2.517
H -0.65598 -1.48052 5.75827  0.492
H 2.20706 1.46194 1.96322  0.859
H -3.44357 3.33929 -1.02102  0.514
C 1.59081 1.70330 1.09715  -0.590
H 0.97594 -2.13558 -4.89050  0.443
H -1.20270 -0.56681 2.02865  1.567
H -1.09540 3.03412 -0.03482  1.058
Cl 1.00623 2.36967 -3.48345  -0.184
H 4.06604 2.69936 1.49464  0.402
C -0.33413 2.28306 3.18169  -0.960
H -3.00575 0.77674 0.82994  0.026
H 4.88904 1.14633 0.07100  0.195
C -5.12393 2.01043 -0.45737  -1.381
C 2.49621 -2.02604 0.78390  2.466
C 0.51378 -0.46343 -1.21732  2.549
C 0.89153 -1.14178 2.67531  -0.098
H 5.23142 2.43184 -1.08973  0.394
O -3.02438 -1.71370 -4.02772  -0.650
O 1.86347 -0.12537 -1.07591  -0.989
H -3.07369 2.45840 1.23750  0.914
H 1.09485 0.03618 4.46336  0.305
H 0.97284 5.24490 5.11583  0.296
H 0.41527 3.63594 5.85733  0.285
Cl -1.23973 -5.28170 -3.29267  -0.319
Cl -3.84322 -0.01431 -2.41780  -0.248
H 1.75874 3.89478 0.69425  0.594
Cl 1.84402 -6.03510 -0.56266  -0.215
C -1.86605 -3.73920 -2.69012  1.878
C 2.21086 2.95404 0.38009  -0.487
Cl 3.12648 -1.77374 -3.97277  -0.179
Cl 1.85955 -3.28895 1.72086  -0.117
H 1.75264 0.16012 -3.17851  -2.115
Cl 4.14802 -1.67848 1.25077  -0.245
H -1.33644 5.45445 4.19303  0.379
C 0.14971 4.59970 5.42287  -1.214
H 1.87670 2.77251 -0.64142  0.085
Cl 0.64560 -4.32448 -2.50206  -0.124
H 2.92653 -1.48963 -1.56287  -0.798

Computed properties:
Net charge: -1
Molar mass, g mol⁻¹: 1000.1
LUMO level, eV: 1.97

=====

ORCA calculation (ωB97M-V/def2-TZVPD) on a 3-piece molecular cluster, C29H60F9N10O5P2 overall in a non-equilibrium geometry.

Last column: Mulliken charge in e.
Atoms and positions in Å:
H -1.75619 5.76136 5.98159  0.384
C 0.68333 -2.44609 -4.28068  -0.976
C -1.99031 0.48684 0.14806  -0.143
C 1.23320 5.44415 0.22938  -0.952
H 5.67767 -10.03181 1.28687  0.352
N 2.64605 -7.52807 -1.73101  0.275
C 2.55369 4.42766 0.37102  0.281
H 2.84178 4.27273 1.50821  0.287
C 3.77346 5.18444 -0.44142  -1.090
H 3.97139 -10.25824 1.74664  0.336
H 0.11565 1.14094 -1.08127  0.446
F -6.11895 -0.03840 -3.90024  -0.204
N 0.31518 -1.94314 -1.63992  0.618
H 4.11290 2.64482 -1.55695  0.270
C 0.43832 -1.36689 -3.02898  0.264
N -0.67360 0.81631 0.88218  -0.243
C -0.36543 -1.01941 -0.66108  -1.383
H 5.52733 -10.72463 -0.83673  0.376
H -3.13521 8.95901 4.94636  0.254
C 1.36043 -9.91954 -1.49241  -0.875
H -5.68112 7.44315 1.96308  0.346
H 3.16706 -7.27804 -3.77577  0.352
H 3.20167 -1.62641 -2.63319  0.307
P -3.16120 6.72881 2.68914  0.721
H -2.58376 4.06732 4.13978  0.280
C -1.40190 8.95352 3.00469  -0.994
H 3.16585 -5.45914 -1.86828  0.416
F -4.41386 0.66342 -5.45979  -0.226
H 0.53802 -1.95210 -5.33190  0.323
N -2.99340 6.15918 4.30051  0.180
H -1.67960 7.38299 5.41221  0.259
H 1.65733 -5.91066 -2.69221  0.497
H -5.96794 6.93249 3.63319  0.368
C 0.67787 -8.90049 0.53654  -1.114
C -2.85030 -1.72387 -0.90765  0.597
H -0.33300 -1.65623 0.34811  0.491
H 3.39180 -8.87495 -3.17649  0.307
H -3.64106 4.52362 5.49339  0.354
H -2.91674 9.04974 0.70284  0.292
H 3.32067 1.64074 0.99724  0.339
F -2.28705 -3.09498 -0.63016  -0.254
N 1.84482 -9.29102 -0.26627  -0.037
N -1.81519 -0.62314 -0.86278  0.675
C -3.74304 -0.32420 -3.11758  0.622
H 1.76047 -2.93739 -4.18450  0.265
H -0.08255 -3.32942 -4.07425  0.279
H 2.57399 1.63112 -2.11789  0.146
C 2.94325 2.70639 -1.75431  -1.074
H -3.54946 1.07202 1.42052  0.280
C 2.27881 -6.10368 -1.81114  -1.532
N 4.25973 -9.22821 -0.08097  0.194
C -2.12232 8.30822 0.83805  -1.211
H -2.34626 7.45147 0.19368  0.322
F -4.71440 -1.68326 -5.15440  -0.205
N -4.18148 8.04010 3.32786  -0.066
P 3.08059 -8.01586 -0.14280  0.903
H -4.27223 4.52391 3.84974  0.348
O 4.15556 -6.90661 -0.03540  -0.782
H 0.77163 -9.23537 -2.11743  0.315
H -0.65226 1.86287 0.68926  0.419
H 3.82883 -11.19197 -0.75204  0.339
H -1.08167 8.63420 3.99063  0.201
C -3.38708 4.74768 4.45172  -1.069
H -4.47938 7.90937 5.44347  0.328
O 1.77316 0.43356 0.12492  -0.209
C 1.60537 -2.52916 -1.11681  0.737
C -3.42909 -1.79987 -2.47490  0.573
H 0.71474 -10.77201 -1.24787  0.352
H 3.55885 -1.28341 -0.75751  0.239
H -4.76854 9.49867 4.72852  0.360
F -3.99031 -1.55804 0.02236  -0.306
C 3.12904 -2.05744 -1.52641  -0.859
H 3.80552 -3.03587 -1.43315  0.308
H 3.41559 5.45534 -1.53804  0.231
C 2.16728 1.72863 0.70642  -0.872
H -2.05178 9.82936 3.10692  0.351
H 1.49898 6.54156 0.59010  0.362
H -1.17964 8.72966 0.47038  0.362
H 0.29995 4.98545 0.78273  0.096
H 0.00417 -9.74738 0.70696  0.351
F -4.69847 -2.60945 -2.36453  -0.283
C -5.58583 7.74578 3.01169  -1.102
H 0.11996 -8.09390 0.05502  0.360
H 2.16262 -10.34010 -2.09850  0.249
C 4.50193 -10.35255 -0.95745  -0.942
F -2.53195 0.40054 -3.61498  -0.245
H -3.41294 2.07718 -0.10413  0.254
H -6.22264 8.62690 3.14682  0.354
H 4.74867 4.51509 -0.51604  0.288
N -3.05929 1.27378 0.49729  -0.240
H 1.69758 -5.80178 -0.93538  0.368
H 4.43605 -10.09612 -2.00936  0.187
C 0.33862 0.38175 -0.19250  0.009
N -2.02265 7.89659 2.23748  0.378
H 0.98710 5.48009 -0.93786  0.237
C 3.48478 -7.82907 -2.88237  -1.159
F -2.48736 -2.55762 -3.38026  -0.223
H 4.53974 -7.59608 -2.69949  0.340
H 1.61757 1.97820 1.73136  0.244
H 0.99930 -8.54724 1.52252  0.358
O 0.40955 -0.07858 -3.37516  -0.524
H 2.66563 3.55164 -2.52840  0.315
F -4.43946 0.55106 -2.10655  -0.312
O 1.48737 -3.57515 -0.25780  -0.588
H 0.95883 3.11179 -0.66894  0.021
C 2.08102 2.99799 -0.35699  0.733
H -0.87393 6.09360 4.47992  0.257
C 4.68287 -9.57170 1.27577  -1.147
H 4.75319 -8.67588 1.90180  0.322
C -4.13004 8.60841 4.67228  -0.890
O -2.27366 5.58815 2.13352  -0.710
C -4.77861 -0.37973 -4.42947  0.556
H 4.04468 6.21219 0.09826  0.346
H -0.47746 9.29290 2.52025  0.358
C -1.76644 6.35487 5.05944  -1.025

Computed properties:
Net charge: +1
Molar mass, g mol⁻¹: 861.8
LUMO level, eV: -5.88

=====

no.,gap between HOMO and LUMO (eV),total energy (hartree)
1,6.73,-8225.1673
2,3.15,-3645.1957